# 1
106
Properties=species:S:1:pos:R:3:forces:R:3:lowdin_charge:R:1 method="wB97M-V/def2-TZVPD" energy_ha=-1867.554713 e_above_lowest_kcal_mol=498.52 charge=+1 spin_multiplicity=1
Zr -3.330 2.796 2.584 0.513 -0.581 -0.240 1.5474
C 0.178 4.811 7.058 0.080 0.042 -0.392 -0.0579
C 0.279 5.282 5.583 -1.309 -1.751 -0.058 -0.5405
C 1.646 4.990 4.973 0.821 -0.140 -0.517 -0.0655
O -0.750 4.737 4.789 0.732 0.210 0.368 -0.1561
H 1.094 5.028 7.606 -0.111 0.411 0.090 0.0765
H 0.085 3.727 7.126 0.001 -0.150 -0.474 0.0700
H -0.704 5.193 7.573 0.158 0.328 -0.047 0.0719
H 0.165 6.361 5.469 -0.190 0.693 0.231 0.1480
H 1.935 3.954 5.152 -0.210 -0.160 -0.151 0.0812
H 2.471 5.585 5.365 -0.295 0.257 0.447 0.0819
H 1.655 5.203 3.904 -0.236 -0.223 -0.043 0.0759
C -8.004 -0.579 0.422 0.363 -0.425 0.370 -0.0653
C -6.483 -0.883 0.353 0.092 1.814 -0.460 -0.5427
C -6.130 -1.513 -1.013 0.135 -0.338 0.189 -0.0588
O -5.635 0.185 0.725 -0.707 -0.687 -0.459 -0.1692
H -8.561 -1.516 0.429 0.121 -0.223 0.125 0.0729
H -8.407 -0.066 -0.452 0.372 0.458 0.077 0.0782
H -8.244 -0.075 1.358 -0.045 0.254 -0.186 0.0699
H -6.283 -1.664 1.086 0.117 -0.488 0.471 0.1395
H -5.161 -2.012 -0.961 0.031 0.096 -0.132 0.0722
H -6.154 -0.841 -1.871 0.103 0.396 0.318 0.0788
H -6.889 -2.266 -1.227 0.031 -0.187 0.090 0.0768
C 0.429 -0.947 -0.609 -0.548 0.515 0.576 -0.0605
C 0.864 0.256 0.276 -1.562 0.586 -0.763 -0.5098
C 1.814 1.184 -0.533 0.507 0.930 0.027 -0.0573
O -0.188 1.008 0.868 1.713 -1.348 -0.798 -0.1145
H -0.257 -1.617 -0.091 0.086 0.028 0.302 0.0685
H 1.275 -1.546 -0.949 0.092 0.216 0.000 0.0767
H -0.143 -0.592 -1.466 0.198 0.142 -0.188 0.0743
H 1.537 -0.119 1.048 0.079 -0.098 0.848 0.1439
H 1.274 1.707 -1.322 -0.139 -0.077 0.046 0.0775
H 2.686 0.711 -0.984 -0.373 -0.818 -0.094 0.0784
H 2.319 1.927 0.085 -0.536 0.207 0.343 0.0735
C -3.023 -2.180 -6.340 1.179 -1.071 0.680 -0.0961
C -3.030 -0.734 -5.975 -0.362 0.740 -0.319 -0.3487
O -4.029 -0.064 -6.709 -0.479 0.569 -0.165 -0.0825
H -2.601 -2.459 -7.306 0.094 0.534 -0.191 0.0767
H -3.974 -2.709 -6.286 -0.151 0.437 0.357 0.0813
H -2.336 -2.587 -5.599 0.006 -0.762 -0.012 0.0711
H -2.107 -0.190 -6.179 0.595 -0.525 -0.014 0.1101
H -3.194 -0.571 -4.910 -0.424 -0.182 0.022 0.1075
H -3.705 -0.152 -7.608 -0.442 0.265 -0.339 0.0808
C -1.459 -1.199 5.924 -0.776 -0.465 -0.240 -0.0729
C -2.780 -0.859 5.170 1.716 -0.692 0.457 -0.2951
O -2.978 0.546 5.304 -0.699 0.287 -0.660 -0.1280
H -1.598 -1.126 7.003 -0.212 -0.033 0.098 0.0727
H -0.621 -0.539 5.699 -0.185 -0.004 -0.460 0.0760
H -1.189 -2.234 5.712 0.172 0.009 0.035 0.0752
H -3.607 -1.444 5.574 -0.151 0.195 0.220 0.1113
H -2.716 -1.156 4.123 0.119 0.486 -0.114 0.1068
H -2.989 0.654 6.257 -0.066 0.642 0.128 0.0836
C 4.632 7.648 -0.773 0.032 -0.709 0.252 -0.0981
C 4.404 6.559 -1.825 0.533 1.758 -0.042 -0.3024
O 5.101 7.110 -2.962 -0.173 -0.636 -0.014 -0.0975
H 4.118 8.545 -1.117 0.264 0.094 0.120 0.0756
H 5.706 7.803 -0.671 -0.075 0.269 -0.099 0.0755
H 4.263 7.378 0.216 -0.230 -0.065 -0.015 0.0655
H 3.334 6.558 -2.035 -0.092 -0.666 -0.106 0.0991
H 4.819 5.591 -1.546 -0.218 -0.053 0.046 0.1074
H 5.345 6.393 -3.553 -0.040 0.004 -0.141 0.0749
C -4.604 4.407 -2.563 -0.336 -0.299 -0.001 -0.0796
C -3.290 4.239 -1.848 -0.003 0.029 -1.060 -0.3279
O -3.450 4.642 -0.509 0.263 -0.456 1.790 -0.1195
H -4.502 4.170 -3.622 -0.135 0.291 -0.027 0.0872
H -5.002 5.405 -2.380 0.156 0.244 -0.476 0.0779
H -5.364 3.750 -2.140 0.110 -0.272 -0.002 0.0778
H -2.506 4.848 -2.297 0.047 0.059 -0.178 0.1161
H -2.947 3.207 -1.914 -0.050 -0.023 0.456 0.1167
H -3.667 5.577 -0.519 -0.041 0.104 0.089 0.0859
C 1.984 -5.871 3.745 -0.855 -1.559 -0.294 -0.1046
C 3.002 -4.842 3.577 -0.524 1.845 -0.307 -0.4059
O 4.091 -5.057 4.388 1.360 -0.233 0.817 -0.0512
H 1.061 -5.558 3.256 -0.072 -0.359 -0.175 0.0790
H 1.766 -6.107 4.786 0.083 0.273 0.070 0.0856
H 2.401 -6.773 3.297 -0.562 -0.415 -0.115 0.0807
H 2.528 -3.903 3.859 0.449 0.444 -0.021 0.1112
H 3.358 -4.772 2.548 -0.366 0.168 -0.365 0.1154
H 4.505 -5.833 4.003 0.484 -0.156 0.377 0.0897
C -1.656 -7.093 -2.402 -0.586 0.007 -0.177 -0.0926
C -2.613 -7.043 -1.228 1.044 -0.493 -0.073 -0.3275
O -2.013 -7.774 -0.153 -0.474 0.218 0.027 -0.0884
H -0.735 -6.582 -2.123 -0.009 0.010 -0.279 0.0755
H -2.166 -6.620 -3.241 0.320 0.376 -0.114 0.0713
H -1.432 -8.100 -2.754 0.016 -0.116 0.387 0.0765
H -3.580 -7.486 -1.466 -0.143 0.160 -0.134 0.1095
H -2.705 -6.003 -0.915 -0.396 0.172 -0.093 0.1028
H -2.666 -7.689 0.545 0.228 -0.327 0.457 0.0729
C 6.868 -2.299 0.111 -0.362 -0.426 -0.008 -0.0865
C 7.205 -1.546 1.392 -0.248 -0.628 -0.482 -0.3388
O 8.524 -1.091 1.236 0.472 0.659 0.253 -0.0767
H 7.135 -1.780 -0.810 0.399 0.351 0.287 0.0734
H 5.814 -2.527 -0.045 -0.170 -0.043 0.506 0.0623
H 7.407 -3.246 0.129 0.023 0.007 -0.164 0.0745
H 7.234 -2.199 2.264 -0.614 -0.429 -0.045 0.1082
H 6.512 -0.738 1.631 -0.132 0.258 -0.243 0.1018
H 8.773 -0.855 2.133 0.617 0.245 -0.100 0.0820
C 3.835 0.347 -5.900 0.718 1.526 0.892 -0.0984
C 3.054 -0.800 -5.336 -0.050 0.292 0.042 -0.3537
O 2.482 -1.458 -6.419 -0.759 -1.357 -0.650 -0.0730
H 3.267 1.043 -6.517 -0.410 -0.457 -0.156 0.0774
H 4.722 0.067 -6.467 -0.098 -0.357 0.001 0.0774
H 4.185 0.991 -5.094 0.304 0.014 0.257 0.0661
H 2.229 -0.520 -4.681 -0.052 0.501 -0.091 0.1063
H 3.651 -1.463 -4.711 0.386 -0.111 -0.098 0.1098
H 3.137 -2.057 -6.785 -0.052 -0.047 -0.181 0.0883

# 2
120
Properties=species:S:1:pos:R:3:forces:R:3:lowdin_charge:R:1 method="wB97M-V/def2-TZVPD" smiles="CCCCO[C@@]1(N)OS(=O)(=O)O[C@H]1B(O)OC.CN(C)P(=O)(N(C)C)N(C)C.CN(C)P(=O)(N(C)C)N(C)C.CN(C)P(=O)(N(C)C)N(C)C" energy_ha=-3741.673500 spin_multiplicity=1
C 2.828 2.219 -0.072 -0.192 0.225 -0.025 -0.1145
C 1.593 2.450 -0.941 0.381 0.160 -0.417 -0.2480
C 1.053 1.165 -1.587 -0.044 0.196 0.718 -0.1684
C -0.004 0.482 -0.739 0.796 -0.380 -0.146 -0.1661
O -1.244 1.178 -0.873 -0.090 0.154 -0.099 -0.0238
C -2.341 0.578 -0.354 -0.676 -1.212 0.671 -0.5249
N -2.614 -0.727 -0.872 0.269 0.023 0.150 0.1630
O -2.142 0.388 1.137 -0.346 0.050 0.102 -0.1291
S -2.710 1.616 1.937 0.078 0.988 -0.075 0.5864
O -3.411 1.241 3.113 0.138 -0.497 -0.036 -0.2282
O -1.707 2.620 2.010 0.035 -0.005 0.078 -0.2101
O -3.814 2.061 0.873 0.378 -0.206 -0.192 -0.1547
C -3.608 1.433 -0.428 -0.277 0.738 -0.302 -0.0769
B -3.702 2.636 -1.507 0.154 -0.014 -0.277 -0.5538
O -2.628 3.352 -1.934 -0.460 -0.234 -0.774 0.2171
O -4.958 2.948 -1.973 0.241 0.486 0.612 0.0372
C -5.785 3.745 -1.119 -0.363 -0.045 -0.195 -0.0503
H 2.593 1.609 0.802 0.077 -0.009 0.023 0.0722
H 3.213 3.188 0.244 0.056 -0.095 0.198 0.0569
H 3.633 1.747 -0.638 -0.069 -0.104 -0.012 0.0648
H 0.836 2.978 -0.356 -0.174 -0.144 -0.076 0.1130
H 1.887 3.133 -1.743 -0.033 0.065 0.051 0.0994
H 0.679 1.357 -2.594 -0.058 -0.176 -0.030 0.1142
H 1.881 0.453 -1.635 -0.003 0.011 -0.329 0.1152
H 0.337 0.474 0.300 -0.295 0.160 0.101 0.1366
H -0.079 -0.564 -1.048 -0.345 0.066 -0.137 0.1231
H -3.481 -1.068 -0.474 -0.113 0.119 -0.104 0.1040
H -1.918 -1.391 -0.546 0.169 0.062 -0.269 0.0908
H -4.498 0.822 -0.579 0.237 -0.384 0.037 0.1545
H -1.900 2.804 -2.247 0.370 0.083 0.718 0.1067
H -6.685 3.997 -1.676 0.000 -0.059 -0.012 0.0912
H -6.073 3.202 -0.216 0.060 0.000 0.027 0.0906
H -5.291 4.679 -0.843 0.086 -0.059 0.020 0.1009
O -1.660 -3.145 6.475 -1.472 -0.451 -1.901 -0.2918
P -2.773 -2.253 6.889 0.753 1.717 3.868 0.6221
N -2.107 -0.690 6.831 0.100 -0.138 -0.198 -0.2919
C -2.714 0.491 7.419 -0.288 0.138 -0.093 -0.1238
C -1.484 -0.352 5.549 0.335 -0.241 -0.180 -0.1257
N -3.089 -2.769 8.507 0.351 0.161 -0.191 -0.3223
C -3.023 -1.858 9.634 -0.360 0.187 0.035 -0.1418
C -2.488 -4.051 8.864 0.104 -0.122 -0.044 -0.1415
N -4.412 -1.839 6.547 0.300 -1.727 -1.552 -0.2784
C -5.477 -2.681 7.121 -0.083 0.051 0.200 -0.1274
C -4.630 -1.802 5.077 0.194 0.480 -0.005 -0.1158
H -3.632 0.811 6.909 0.007 -0.037 -0.020 0.0845
H -1.997 1.312 7.357 0.036 -0.046 -0.078 0.0835
H -2.932 0.364 8.472 -0.078 -0.106 0.014 0.0439
H -2.223 -0.049 4.800 0.092 0.132 0.044 0.0423
H -0.923 -1.201 5.160 -0.078 -0.056 0.086 0.0753
H -0.780 0.473 5.672 -0.045 0.024 0.137 0.0853
H -2.028 -1.415 9.771 -0.024 0.023 0.017 0.0881
H -3.283 -2.398 10.548 0.080 -0.081 -0.043 0.0786
H -3.764 -1.063 9.547 0.048 0.040 -0.078 0.0658
H -1.426 -3.963 9.120 0.000 -0.024 -0.024 0.0845
H -2.577 -4.768 8.052 0.039 0.047 -0.032 0.0691
H -3.018 -4.460 9.729 -0.028 0.089 0.013 0.0781
H -5.341 -3.746 6.917 -0.040 -0.024 -0.024 0.0853
H -6.427 -2.366 6.685 0.065 0.012 -0.092 0.0778
H -5.553 -2.540 8.194 0.150 -0.027 0.025 0.0687
H -4.542 -2.796 4.625 -0.072 -0.018 0.015 0.0859
H -3.907 -1.143 4.595 -0.033 -0.035 0.048 0.0525
H -5.623 -1.409 4.858 -0.009 0.035 0.068 0.0814
O 5.035 4.505 -1.117 -0.325 -2.911 -1.244 -0.2925
P 6.180 4.472 -2.085 2.029 5.230 1.104 0.6727
N 7.462 4.830 -0.985 0.012 -0.288 -0.087 -0.2991
C 8.773 5.323 -1.368 0.210 -0.228 -0.188 -0.1354
C 7.595 3.879 0.116 -0.351 0.028 0.220 -0.1407
N 5.813 5.840 -3.068 -0.068 -0.245 0.082 -0.3258
C 6.666 7.013 -3.111 0.296 -0.063 -0.287 -0.1388
C 4.409 6.243 -3.042 -0.136 -0.012 0.078 -0.1382
N 7.171 3.686 -3.266 -2.076 -1.757 -0.018 -0.2785
C 6.797 3.825 -4.688 0.063 0.198 -0.149 -0.1238
C 7.242 2.226 -2.987 0.417 0.086 0.352 -0.1207
H 9.382 4.583 -1.905 -0.024 -0.010 -0.001 0.0806
H 9.314 5.601 -0.460 -0.053 -0.062 0.043 0.0820
H 8.720 6.223 -1.967 -0.061 -0.038 -0.096 0.0427
H 8.139 2.968 -0.173 0.083 0.058 0.051 0.0665
H 6.614 3.591 0.491 -0.004 0.015 -0.069 0.0713
H 8.142 4.338 0.942 0.009 0.058 -0.032 0.0805
H 6.766 7.505 -2.135 0.030 0.005 -0.016 0.0906
H 6.244 7.735 -3.815 -0.108 -0.021 0.060 0.0809
H 7.655 6.774 -3.500 0.016 -0.050 0.071 0.0652
H 4.158 6.833 -2.154 -0.024 -0.033 0.006 0.0858
H 3.750 5.379 -3.066 0.025 -0.006 0.055 0.0653
H 4.198 6.846 -3.929 0.091 0.005 -0.011 0.0798
H 5.753 3.572 -4.885 0.000 -0.036 -0.040 0.0856
H 7.431 3.154 -5.271 0.000 -0.068 0.102 0.0797
H 6.982 4.833 -5.043 -0.085 0.057 0.119 0.0694
H 6.276 1.733 -3.129 0.017 -0.023 -0.085 0.0837
H 7.565 2.046 -1.961 -0.040 0.050 -0.013 0.0606
H 7.970 1.756 -3.647 0.033 0.064 -0.016 0.0810
O -0.866 -5.619 -2.354 -0.011 -2.241 -0.957 -0.2890
P -1.536 -5.272 -3.632 -1.158 4.154 -0.010 0.6225
N -0.421 -4.249 -4.420 0.096 -0.243 0.038 -0.2966
C -0.734 -3.419 -5.570 -0.076 -0.103 -0.287 -0.1288
C 0.923 -4.810 -4.553 0.185 -0.035 0.377 -0.1368
N -2.937 -4.415 -3.105 0.365 0.044 0.064 -0.3161
C -3.213 -3.054 -3.528 -0.169 0.034 -0.392 -0.1428
C -3.243 -4.570 -1.687 0.035 -0.044 0.134 -0.1378
N -2.290 -5.946 -5.026 0.504 -1.956 1.157 -0.2813
C -3.708 -6.341 -4.930 -0.170 0.156 -0.043 -0.1233
C -1.537 -7.145 -5.481 0.299 0.300 -0.253 -0.1197
H -0.927 -3.995 -6.484 -0.006 -0.031 0.029 0.0827
H 0.118 -2.763 -5.763 0.052 -0.066 0.043 0.0819
H -1.577 -2.765 -5.391 -0.106 -0.076 0.031 0.0449
H 1.008 -5.506 -5.399 0.042 0.101 -0.037 0.0671
H 1.206 -5.336 -3.643 -0.081 -0.011 -0.013 0.0741
H 1.647 -4.008 -4.713 -0.053 0.056 0.001 0.0798
H -2.430 -2.351 -3.222 -0.051 0.067 -0.056 0.0727
H -4.157 -2.717 -3.093 0.056 -0.083 0.152 0.0788
H -3.366 -2.991 -4.606 0.127 -0.049 -0.023 0.0677
H -2.626 -3.924 -1.048 0.012 -0.044 0.018 0.0730
H -3.096 -5.595 -1.359 0.070 0.018 -0.008 0.0720
H -4.294 -4.316 -1.523 0.009 0.045 -0.081 0.0809
H -3.916 -6.991 -4.076 -0.019 -0.045 -0.012 0.0868
H -3.970 -6.878 -5.843 0.106 -0.038 0.011 0.0793
H -4.353 -5.471 -4.871 0.079 0.064 0.115 0.0697
H -1.600 -7.967 -4.761 -0.057 -0.027 -0.030 0.0875
H -0.483 -6.905 -5.626 -0.052 0.014 0.044 0.0583
H -1.928 -7.491 -6.436 -0.037 0.066 -0.016 0.0806

| no. | gap between HOMO and LUMO (eV) |
| --- | --- |
| 1 | 2.24 |
| 2 | 8.63 |